{
  "formula": "C5H12N4",
  "method": "ωB97M-V/def2-TZVPD",
  "symbols": ["C", "C", "C", "C", "C", "N", "N", "N", "N", "H", "H", "H", "H", "H", "H", "H", "H", "H", "H", "H", "H"],
  "coordinates": [[0.492, 2.108, -0.060], [0.273, -0.470, -1.095], [2.568, 1.603, 0.946], [-1.977, -1.583, -1.356], [-1.526, -0.405, 0.748], [-0.722, 0.436, -1.465], [1.369, 1.258, 0.190], [1.281, -0.043, -0.186], [-1.123, -0.624, -0.639], [0.096, 3.099, -0.045], [0.636, -1.212, -1.810], [2.530, 2.643, 1.274], [2.667, 0.963, 1.826], [3.449, 1.480, 0.307], [-3.025, -1.359, -1.146], [-1.824, -1.499, -2.433], [-1.743, -2.599, -1.031], [-2.281, 0.384, 0.791], [-1.966, -1.322, 1.144], [-0.680, -0.129, 1.374], [2.097, -0.628, -0.032]],
  "lowdin_charge": [0.3516, -0.2036, 0.0709, 0.0567, 0.0487, 0.3084, -0.1672, 0.1249, -0.2728, 0.1494, 0.1991, 0.1296, 0.1327, 0.1359, 0.1299, 0.1240, 0.1326, 0.1308, 0.1283, 0.0993, 0.1909],
  "homo_lumo_gap_ev": [9.3, 8.4],
  "multiplicity": 1,
  "relative_energy_kj_mol": 675.21,
  "charge": 2
}